This record from the Open Molecules 2025 dataset describes a molecular structure, C45H34Cl2CsF5N8O4S. The level of theory is ωB97M-V with the def2-TZVPD basis set.

Values from the calculation:
HOMO-LUMO gap = 6.112 eV
Relative energy (zero: lowest compared OMol25 entry of this formula, charge and spin) = 0.0 kJ/mol
LUMO level = 3.16 eV

The geometry in ORCA input format:
```
! RIJCOSX wB97M-V def2-TZVPD def2/J DEFGRID3
* xyz -2 1
Cs 1.39 0.63 0.14
O 0.72 -0.91 -8.29
C 0.04 -0.18 -7.57
O -0.87 0.61 -7.87
C 0.32 -0.22 -6.03
C -0.45 0.52 -5.17
C -0.14 0.55 -3.80
N 0.89 -0.11 -3.25
C 1.64 -0.85 -4.10
C 1.38 -0.91 -5.46
C 2.81 -1.55 -3.54
C 2.93 -2.92 -3.68
C 3.99 -3.61 -3.04
C 4.95 -2.83 -2.36
C 4.77 -1.46 -2.34
N 3.73 -0.86 -2.88
C -0.97 1.36 -2.88
C -1.00 2.74 -3.13
C -1.86 3.49 -2.37
C -2.59 2.94 -1.35
C -2.42 1.59 -1.09
N -1.62 0.80 -1.83
H -1.32 1.11 -5.51
H 2.08 -1.47 -6.11
H 2.17 -3.45 -4.23
H 4.15 -4.68 -3.06
H 5.81 -3.29 -1.95
H 5.48 -0.82 -1.79
H -0.47 3.26 -3.88
H -1.95 4.55 -2.60
H -3.17 3.52 -0.65
H -2.99 1.10 -0.31
N 4.11 2.62 1.22
C 4.53 2.51 2.61
C 3.53 3.06 3.64
C 2.18 2.29 3.62
C 2.27 0.77 3.75
N 0.95 0.15 3.51
H 4.51 1.85 0.74
H 4.30 3.45 0.78
H 5.43 3.07 2.78
H 4.76 1.46 2.77
H 3.31 4.12 3.36
H 3.95 3.09 4.60
H 1.71 2.49 2.66
H 1.58 2.71 4.48
H 2.56 0.49 4.76
H 3.01 0.40 3.10
H 0.35 0.81 3.02
H 0.42 -0.05 4.41
Cl 6.86 -0.68 2.19
C 5.74 -1.94 1.79
C 6.11 -3.27 1.89
C 5.28 -4.31 1.59
Cl 5.87 -5.98 1.61
C 4.03 -4.00 1.05
C 3.06 -5.00 0.81
C 1.80 -4.64 0.48
C 1.51 -3.29 0.28
N 2.38 -2.34 0.44
C 3.63 -2.64 0.88
C 4.51 -1.56 1.16
O 4.20 -0.41 0.88
H 7.09 -3.49 2.23
H 3.36 -6.04 0.94
H 1.06 -5.44 0.31
H 0.46 -3.00 0.03
F -2.76 6.91 1.99
C -2.43 5.61 1.88
C -3.27 4.62 2.38
F -4.50 4.98 2.88
C -2.89 3.33 2.38
F -3.76 2.42 2.84
C -1.65 2.86 1.92
O -1.31 1.66 1.98
C -0.83 3.90 1.38
F 0.41 3.65 0.86
C -1.21 5.23 1.40
F -0.39 6.20 0.97
S -6.43 -2.17 2.26
C -4.76 -2.08 1.54
C -4.34 -2.80 0.36
C -3.08 -2.66 -0.05
N -2.18 -1.90 0.52
C -2.55 -1.22 1.60
C -3.82 -1.30 2.17
C -7.37 -1.24 1.14
C -7.45 -1.55 -0.22
C -8.29 -0.82 -1.02
N -9.12 0.13 -0.62
C -9.01 0.44 0.69
C -8.12 -0.19 1.58
H -5.09 -3.41 -0.18
H -2.73 -3.22 -0.93
H -1.85 -0.56 2.07
H -4.08 -0.71 3.06
H -6.95 -2.41 -0.64
H -8.35 -1.07 -2.10
H -9.57 1.32 1.00
H -8.07 0.17 2.59
*
```



This record from the Open Molecules 2025 dataset describes a molecular structure, C45H34Cl5F2KN6O3. The level of theory is ωB97M-V with the def2-TZVPD basis set.

Values from the calculation:
HOMO-LUMO gap = 4.603 eV
Relative energy (zero: lowest compared OMol25 entry of this formula, charge and spin) = 104.2 kJ/mol
LUMO level = 3.81 eV

The geometry in ORCA input format:
```
! RIJCOSX wB97M-V def2-TZVPD def2/J DEFGRID3
* xyz -2 1
K -0.35 -0.34 -0.89
C 3.88 -2.73 -2.09
C 2.56 -2.24 -2.20
N 2.21 -1.04 -1.82
C 3.13 -0.22 -1.26
C 4.47 -0.63 -1.06
C 4.82 -1.92 -1.52
C 5.41 0.23 -0.45
C 5.00 1.48 -0.07
C 3.70 1.94 -0.30
C 2.71 1.14 -0.90
N 1.43 1.50 -1.13
C 1.09 2.76 -1.53
C 2.01 3.66 -2.13
C 1.62 4.86 -2.69
C 0.29 5.23 -2.70
C -0.65 4.37 -2.12
C -2.07 4.71 -2.26
C -3.02 3.91 -1.81
C -2.68 2.67 -1.09
N -1.26 2.28 -0.95
C -0.28 3.17 -1.51
H 4.12 -3.73 -2.44
H 1.77 -2.86 -2.61
H 5.85 -2.26 -1.39
H 6.43 -0.12 -0.28
H 5.70 2.15 0.41
H 3.43 2.94 0.00
H 3.04 3.36 -2.18
H 2.37 5.50 -3.15
H -0.04 6.15 -3.16
H -2.32 5.63 -2.79
H -4.07 4.13 -1.96
H -3.32 1.83 -1.31
O 2.65 -1.50 2.06
C 2.81 -2.77 1.47
C 1.50 -3.51 1.37
C 1.38 -4.88 1.57
C 0.13 -5.47 1.45
C -0.96 -4.67 1.15
C -0.75 -3.31 0.97
N 0.45 -2.74 1.07
H 1.84 -1.12 1.69
H 3.51 -3.34 2.09
H 3.25 -2.69 0.47
H 2.26 -5.47 1.81
H 0.01 -6.53 1.59
H -1.95 -5.08 1.04
H -1.57 -2.65 0.73
F -1.21 5.37 2.71
C -1.60 4.15 2.21
C -1.77 4.03 0.88
C -2.09 2.71 0.29
C -2.53 1.69 1.30
C -2.30 1.97 2.63
F -2.56 0.98 3.55
C -1.80 3.14 3.17
C -3.27 0.48 0.95
C -4.40 0.09 1.69
C -5.13 -1.02 1.33
C -4.73 -1.76 0.21
C -3.61 -1.33 -0.46
N -2.89 -0.26 -0.12
H -1.62 4.89 0.25
H -1.53 3.24 4.21
H -4.71 0.69 2.53
H -6.00 -1.31 1.90
H -5.27 -2.63 -0.12
H -3.24 -1.87 -1.33
Cl -3.81 -4.41 -6.71
C -2.89 -3.89 -5.33
C -2.75 -2.53 -5.03
Cl -3.50 -1.36 -6.07
C -2.03 -2.11 -3.93
Cl -1.84 -0.43 -3.58
C -1.39 -3.03 -3.02
O -0.76 -2.66 -2.01
C -1.56 -4.41 -3.39
Cl -0.77 -5.56 -2.36
C -2.28 -4.82 -4.49
Cl -2.43 -6.51 -4.85
C 1.46 2.40 2.37
N 1.19 1.50 3.48
C 1.91 1.79 4.69
C 0.47 0.37 3.27
C 0.25 -0.57 4.43
O -0.01 0.11 2.17
H 1.17 3.41 2.65
H 0.88 2.09 1.50
H 2.52 2.37 2.11
H 1.71 2.83 4.99
H 2.99 1.68 4.55
H 1.60 1.14 5.50
H -0.22 -0.06 5.28
H 1.19 -1.01 4.75
H -0.41 -1.36 4.08
*
```